Entry 1:
The following is a DFT calculation (ωB97M-V/def2-TZVPD) of 5 unconnected molecules or ions with the total composition C23H53ClFN3O8P in a non-equilibrium geometry.

```
90
Properties=species:S:1:pos:R:3:lowdin_charge:R:1
C 2.56 3.32 -2.14 -0.076
C 3.13 1.91 -1.84 -0.156
C 2.14 0.86 -2.20 -0.227
C 2.24 -0.17 -3.08 -0.263
P 3.56 -0.74 -4.18 0.759
N 3.12 -0.48 -5.66 -0.288
N 1.02 -0.85 -3.06 0.187
C 0.20 -0.26 -2.20 -0.298
C -1.19 -0.70 -1.95 -0.063
C -2.11 0.04 -2.94 -0.199
F -3.10 -0.78 -3.38 0.003
N 0.85 0.77 -1.65 -0.346
Cl 0.15 1.74 -0.49 0.914
H 2.06 3.74 -1.27 0.045
H 1.80 3.22 -2.91 0.080
H 3.32 3.97 -2.53 0.082
H 3.45 1.81 -0.80 0.115
H 3.96 1.76 -2.51 0.099
H 3.66 -2.12 -3.95 0.011
H 4.78 -0.14 -3.84 0.019
H 3.77 0.11 -6.17 -0.028
H 0.77 -1.65 -3.62 0.170
H -1.27 -1.77 -2.10 0.140
H -1.45 -0.45 -0.93 0.092
H -1.53 0.38 -3.80 0.127
H -2.50 0.94 -2.47 0.124
C -5.77 -2.74 1.10 -0.096
O -4.47 -2.23 0.82 -0.187
C -4.49 -0.90 0.34 -0.204
C -4.08 0.09 1.41 -0.214
O -5.05 0.18 2.44 -0.192
C -4.67 -0.51 3.62 -0.093
H -5.64 -3.69 1.61 0.092
H -6.34 -2.07 1.74 0.087
H -6.32 -2.91 0.17 0.092
H -5.47 -0.64 -0.07 0.133
H -3.77 -0.84 -0.49 0.100
H -4.01 1.09 0.95 0.124
H -3.10 -0.17 1.81 0.129
H -3.85 0.00 4.12 0.043
H -4.38 -1.54 3.40 0.095
H -5.54 -0.52 4.28 0.107
C 2.50 1.70 2.47 -0.105
O 3.77 2.30 2.34 -0.184
C 3.70 3.66 1.92 -0.205
C 3.82 4.60 3.09 -0.195
O 2.68 4.47 3.92 -0.200
C 2.93 3.71 5.10 -0.097
H 2.63 0.73 2.94 0.100
H 1.83 2.30 3.08 0.062
H 2.04 1.55 1.48 0.031
H 2.76 3.85 1.40 0.117
H 4.52 3.83 1.22 0.126
H 3.85 5.63 2.73 0.130
H 4.75 4.42 3.65 0.132
H 3.55 4.28 5.80 0.095
H 3.42 2.76 4.88 0.089
H 1.97 3.51 5.57 0.081
C 2.33 -7.35 -5.82 -0.098
O 1.28 -6.97 -4.94 -0.184
C 1.73 -6.39 -3.73 -0.207
C 1.56 -4.89 -3.76 -0.219
O 2.42 -4.27 -4.71 -0.230
C 1.73 -3.90 -5.90 -0.106
H 1.87 -7.64 -6.76 0.093
H 3.02 -6.53 -5.99 0.084
H 2.87 -8.21 -5.42 0.092
H 2.78 -6.65 -3.54 0.130
H 1.13 -6.80 -2.92 0.130
H 1.83 -4.49 -2.77 0.119
H 0.52 -4.63 -3.96 0.122
H 1.06 -3.05 -5.70 0.071
H 1.16 -4.73 -6.31 0.089
H 2.47 -3.58 -6.63 0.092
C -4.20 2.81 3.92 -0.095
O -3.54 2.92 5.17 -0.168
C -2.86 1.73 5.55 -0.198
C -1.37 1.85 5.33 -0.189
O -1.05 1.93 3.95 -0.198
C -0.73 3.25 3.52 -0.102
H -4.55 3.80 3.65 0.095
H -3.53 2.44 3.14 0.077
H -5.07 2.14 4.00 0.087
H -3.25 0.87 5.01 0.073
H -3.04 1.58 6.62 0.135
H -0.88 0.95 5.73 0.128
H -0.97 2.72 5.87 0.128
H 0.24 3.55 3.93 0.063
H -1.50 3.96 3.82 0.095
H -0.67 3.23 2.44 0.076
```

Calculated values
ΔE to the lowest compared entry with this formula, charge and spin	44.1	kJ/mol
LUMO energy	-0.120	Eh
Kohn-Sham gap	0.287	Eh
total charge	+1

=====

Entry 2:
The following is a DFT calculation (ωB97M-V/def2-TZVPD) of 4 unconnected molecules or ions with the total composition C23H54N8O4.

```
89
Properties=species:S:1:pos:R:3:lowdin_charge:R:1
C 1.69 2.51 3.08 -0.117
N 0.85 1.74 2.16 -0.110
C 0.83 0.32 2.52 -0.183
C 0.17 0.07 3.85 -0.323
N -0.93 0.77 4.16 0.137
N -1.50 0.52 5.31 0.130
C -0.94 -0.40 6.10 -0.341
C -1.55 -0.63 7.45 -0.132
C -1.76 0.64 8.29 -0.199
C -0.75 1.76 8.08 -0.208
C 0.73 1.33 8.18 -0.192
C 1.52 1.69 6.92 -0.185
C 3.03 1.41 7.01 -0.219
O 3.46 0.40 6.13 -0.196
C 3.10 -0.89 6.56 -0.120
N 0.13 -1.12 5.78 0.093
N 0.70 -0.88 4.62 0.122
H 1.30 2.45 4.09 0.054
H 1.66 3.56 2.79 0.078
H 2.73 2.18 3.09 0.085
H 1.30 1.78 1.25 0.084
H 0.25 -0.21 1.77 0.110
H 1.83 -0.13 2.54 0.119
H -0.95 -1.36 7.98 0.109
H -2.54 -1.08 7.28 0.118
H -1.73 0.34 9.34 0.111
H -2.76 1.04 8.12 0.107
H -0.95 2.52 8.84 0.108
H -0.92 2.25 7.12 0.097
H 1.19 1.86 9.01 0.112
H 0.82 0.26 8.39 0.107
H 1.17 1.12 6.06 0.071
H 1.36 2.74 6.69 0.114
H 3.58 2.30 6.71 0.119
H 3.31 1.16 8.04 0.118
H 2.01 -0.99 6.65 0.038
H 3.58 -1.14 7.51 0.089
H 3.41 -1.59 5.79 0.090
C -0.15 -0.42 -4.59 -0.113
O -0.14 0.80 -3.86 -0.189
C -0.61 0.72 -2.54 -0.215
C 0.41 0.18 -1.53 -0.432
C 0.63 -1.33 -1.60 -0.062
N 1.70 0.86 -1.63 0.042
H -1.00 -1.04 -4.31 0.084
H 0.78 -0.97 -4.44 0.048
H -0.22 -0.18 -5.65 0.085
H -0.86 1.75 -2.25 0.123
H -1.55 0.14 -2.51 0.106
H 0.00 0.40 -0.53 0.115
H 1.27 -1.60 -2.43 0.061
H 1.12 -1.67 -0.69 0.071
H -0.32 -1.86 -1.70 0.081
H 1.57 1.86 -1.46 0.069
H 2.01 0.81 -2.59 0.065
C 4.87 -2.18 -8.70 -0.107
O 4.18 -3.22 -8.05 -0.187
C 4.14 -3.14 -6.64 -0.210
C 3.04 -2.23 -6.07 -0.433
C 3.33 -0.74 -6.21 -0.060
N 1.72 -2.51 -6.65 0.047
H 5.74 -1.85 -8.11 0.090
H 4.23 -1.32 -8.89 0.075
H 5.22 -2.56 -9.65 0.087
H 3.94 -4.16 -6.30 0.122
H 5.12 -2.86 -6.25 0.120
H 2.98 -2.45 -5.00 0.131
H 3.15 -0.38 -7.23 0.069
H 2.69 -0.16 -5.55 0.059
H 4.37 -0.51 -5.95 0.081
H 1.46 -3.47 -6.45 0.077
H 1.81 -2.48 -7.66 0.073
C -7.60 0.30 -4.11 -0.108
O -6.55 0.89 -4.85 -0.187
C -5.62 1.64 -4.10 -0.209
C -4.52 0.82 -3.42 -0.435
C -4.98 0.05 -2.19 -0.066
N -3.85 -0.10 -4.35 0.049
H -7.92 0.94 -3.29 0.090
H -7.32 -0.68 -3.72 0.075
H -8.44 0.16 -4.79 0.087
H -5.15 2.32 -4.82 0.123
H -6.15 2.27 -3.36 0.121
H -3.76 1.54 -3.09 0.129
H -5.52 -0.86 -2.47 0.066
H -4.11 -0.27 -1.60 0.068
H -5.62 0.65 -1.55 0.080
H -3.43 0.44 -5.10 0.079
H -4.57 -0.65 -4.81 0.073
```

Calculated values
LUMO energy	-0.022	Eh
Kohn-Sham gap	0.311	Eh
SMILES	CNCc1nnc(CCCCCCOC)nn1.COC[C@@H](C)N.COC[C@@H](C)N.COC[C@@H](C)N

=====

Entry 3:
The following is a DFT calculation (ωB97M-V/def2-TZVPD) of a molecular structure, C23H55B3IO13P in a non-equilibrium geometry.

```
96
Properties=species:S:1:pos:R:3:lowdin_charge:R:1
C -0.17 4.35 -1.09 -0.073
C -0.28 3.61 0.28 -0.390
C -0.44 2.08 0.03 -0.059
C 0.82 4.00 1.30 -0.171
C 2.08 3.09 1.31 -0.058
B 3.01 3.18 0.03 -0.502
O 4.09 2.24 -0.09 0.184
B 5.24 3.05 0.14 -0.318
O 5.23 4.32 -0.48 0.164
B 4.20 4.35 -1.47 -0.721
P 4.66 4.74 -3.30 0.531
O 6.16 5.53 -3.19 -0.417
I 5.29 2.62 -4.39 0.427
O 2.90 4.12 -1.01 0.226
H 0.48 3.75 -1.75 0.065
H -1.15 4.38 -1.58 0.074
H 0.28 5.35 -0.97 0.076
H -1.24 3.95 0.71 0.118
H 0.03 1.44 0.79 0.067
H -1.52 1.85 0.08 0.071
H -0.14 1.83 -1.00 0.077
H 1.15 5.04 1.16 0.113
H 0.37 3.94 2.30 0.111
H 1.87 2.03 1.53 0.102
H 2.72 3.44 2.16 0.130
H 6.14 2.74 0.83 0.115
H 6.02 6.40 -2.81 0.033
C 7.54 -4.17 5.16 -0.113
O 6.64 -3.22 4.64 -0.201
C 5.87 -2.60 5.66 -0.205
C 5.17 -1.37 5.12 -0.180
O 6.00 -0.22 5.08 -0.131
C 6.96 -0.18 4.02 -0.176
C 6.34 0.14 2.67 -0.206
O 5.78 -1.02 2.09 -0.193
C 4.94 -0.70 1.00 -0.097
H 7.01 -4.95 5.71 0.087
H 8.07 -4.62 4.33 0.088
H 8.27 -3.68 5.82 0.088
H 6.52 -2.31 6.50 0.129
H 5.12 -3.32 6.01 0.126
H 4.36 -1.11 5.81 0.126
H 4.71 -1.56 4.15 0.122
H 7.54 -1.11 3.98 0.123
H 7.64 0.62 4.28 0.127
H 7.12 0.52 2.00 0.126
H 5.57 0.91 2.80 0.127
H 4.08 -0.11 1.34 0.084
H 4.57 -1.64 0.58 0.091
H 5.49 -0.16 0.23 0.087
C -8.74 3.03 0.36 -0.112
O -7.69 2.89 -0.57 -0.200
C -6.53 3.61 -0.18 -0.204
C -5.34 3.18 -1.01 -0.180
O -4.73 1.98 -0.54 -0.140
C -5.43 0.77 -0.84 -0.174
C -5.29 0.35 -2.29 -0.203
O -6.22 1.05 -3.10 -0.200
C -5.91 0.92 -4.48 -0.113
H -9.01 4.08 0.49 0.087
H -9.60 2.48 -0.01 0.088
H -8.44 2.60 1.33 0.088
H -6.32 3.43 0.88 0.129
H -6.72 4.68 -0.34 0.127
H -4.57 3.94 -0.92 0.123
H -5.59 3.10 -2.07 0.123
H -6.48 0.84 -0.54 0.123
H -4.96 0.01 -0.22 0.123
H -5.50 -0.73 -2.38 0.127
H -4.27 0.54 -2.63 0.127
H -4.94 1.37 -4.70 0.088
H -6.68 1.45 -5.04 0.087
H -5.91 -0.13 -4.78 0.087
C -0.17 -2.86 -3.46 -0.110
O -0.94 -3.55 -2.51 -0.200
C -1.75 -2.68 -1.74 -0.203
C -2.81 -3.46 -0.98 -0.177
O -3.94 -3.77 -1.78 -0.138
C -3.76 -4.83 -2.72 -0.180
C -3.75 -6.20 -2.08 -0.204
O -2.46 -6.49 -1.55 -0.202
C -2.49 -7.60 -0.68 -0.112
H 0.49 -2.13 -2.96 0.086
H 0.44 -3.58 -3.99 0.088
H -0.81 -2.34 -4.18 0.088
H -2.23 -1.94 -2.39 0.124
H -1.10 -2.16 -1.03 0.127
H -3.18 -2.82 -0.18 0.124
H -2.39 -4.35 -0.52 0.122
H -2.87 -4.66 -3.33 0.122
H -4.63 -4.77 -3.38 0.126
H -3.98 -6.96 -2.84 0.127
H -4.50 -6.24 -1.28 0.129
H -3.12 -7.40 0.19 0.088
H -1.47 -7.79 -0.34 0.088
H -2.86 -8.49 -1.20 0.087
```

Calculated values
LUMO energy	-0.030	Eh
Kohn-Sham gap	0.287	Eh

=====

Entry 4:
The following is a DFT calculation (ωB97M-V/def2-TZVPD) of a molecular structure, C23H55N3O2P4Rh in a non-equilibrium geometry.

```
88
Properties=species:S:1:pos:R:3:mulliken_spin:R:1
Rh -1.05 0.71 0.29 2.197
P -1.97 0.25 2.15 0.086
P 0.79 -3.46 0.67 0.011
P -2.70 1.40 -0.79 0.152
H -0.50 -4.61 -2.95 -0.001
C -0.35 -4.22 -3.97 0.004
C 0.81 -3.69 -4.37 0.007
H 1.74 -3.79 -3.79 0.003
C -3.06 -1.13 2.63 0.007
C -0.59 0.12 3.33 0.132
C -2.86 1.74 2.71 0.035
C 1.87 -4.62 -0.16 0.000
C 1.61 -2.35 1.84 -0.016
C -0.46 -4.30 1.68 -0.003
C -2.45 1.37 -2.58 0.087
C -2.65 3.19 -0.43 0.062
C -4.34 0.65 -0.57 0.031
H -1.22 -4.28 -4.62 -0.001
H 0.89 -3.16 -5.33 0.000
H -3.13 -1.17 3.73 0.013
H -2.66 -2.10 2.29 -0.015
H -4.07 -1.00 2.22 0.000
H -0.88 0.63 4.26 0.013
H 0.30 0.63 2.96 -0.068
H -0.36 -0.92 3.57 0.011
H -3.93 1.65 2.50 -0.002
H -2.49 2.64 2.21 -0.009
H -2.69 1.87 3.78 0.006
H 2.36 -5.31 0.53 0.000
H 2.62 -4.05 -0.70 -0.001
H 1.26 -5.18 -0.88 0.000
H 1.40 -2.63 2.88 0.000
H 1.29 -1.31 1.68 0.038
H 2.71 -2.37 1.71 0.002
H -0.21 -5.37 1.81 0.000
H -1.43 -4.22 1.15 0.000
H -0.56 -3.84 2.68 0.000
H -2.94 2.21 -3.06 0.013
H -2.82 0.44 -3.00 -0.005
H -1.38 1.42 -2.80 -0.042
H -2.90 3.73 -1.34 0.017
H -1.63 3.46 -0.13 -0.033
H -3.35 3.45 0.36 0.000
H -4.98 0.95 -1.41 0.015
H -4.81 0.98 0.37 -0.001
H -4.25 -0.44 -0.56 -0.006
C -0.47 -1.56 -2.85 0.046
C -1.78 -2.13 -2.55 0.215
C -2.79 -2.12 -3.48 0.038
C -2.61 -1.44 -4.70 0.252
C -1.44 -0.71 -4.92 -0.043
C -0.43 -0.66 -3.98 0.197
O 0.57 -2.03 -2.29 0.362
H 0.20 -2.89 -0.51 0.001
H -1.84 -2.78 -1.66 -0.036
H -3.70 -2.65 -3.23 -0.003
H -3.38 -1.44 -5.47 -0.010
H -1.33 -0.12 -5.82 0.005
H 0.49 -0.10 -4.13 -0.004
C 4.02 0.37 1.93 0.001
N 2.96 0.57 0.94 -0.008
C 3.35 0.08 -0.40 0.003
P 1.96 1.87 0.87 -0.031
O 0.86 1.44 -0.08 0.263
N 1.46 2.34 2.42 -0.004
C 0.46 3.43 2.47 0.028
C 2.35 2.41 3.59 0.001
N 2.62 3.17 0.09 0.005
C 1.96 3.72 -1.10 0.000
C 3.69 3.98 0.65 0.001
H 3.60 0.10 2.90 0.000
H 4.64 -0.48 1.62 0.000
H 4.68 1.24 2.04 0.000
H 2.48 -0.20 -0.99 -0.005
H 3.94 0.83 -0.96 0.000
H 3.98 -0.81 -0.30 0.000
H 0.12 3.52 3.51 0.003
H 0.86 4.39 2.14 0.000
H -0.43 3.18 1.88 -0.014
H 2.59 1.41 3.97 0.000
H 3.27 2.97 3.40 0.000
H 1.82 2.92 4.39 0.000
H 1.10 4.38 -0.81 0.000
H 2.71 4.28 -1.68 0.000
H 1.56 2.90 -1.72 -0.003
H 3.40 4.43 1.62 0.000
H 4.61 3.39 0.78 0.000
H 3.89 4.80 -0.06 0.000
```

Calculated values
multiplicity	5
LUMO energy (spin up / spin down)	-0.291 / -0.417	Eh
Kohn-Sham gap (spin up / spin down)	0.285 / 0.167	Eh
total charge	+3

=====

Entry 5:
The following is a DFT calculation (ωB97M-V/def2-TZVPD) of 4 unconnected molecules or ions with the total composition C23H56ClN4O9P in a non-equilibrium geometry.

```
94
Properties=species:S:1:pos:R:3:lowdin_charge:R:1
N -2.93 4.65 5.08 -0.008
C -1.55 4.27 4.74 -0.277
C -0.93 3.47 5.89 -0.198
C 0.33 4.10 6.46 -0.165
C 0.97 3.20 7.53 -0.163
O 2.00 2.40 6.93 -0.062
C 1.69 1.13 6.62 -0.670
O 1.05 0.37 7.31 0.035
P 2.45 0.66 4.95 0.622
O 1.35 1.40 4.00 -0.386
Cl 1.75 -1.27 4.86 0.256
H -3.41 3.82 5.40 0.057
H -3.41 4.98 4.25 0.059
H -0.97 5.17 4.54 0.109
H -1.54 3.67 3.83 0.094
H -1.65 3.41 6.70 0.114
H -0.70 2.46 5.57 0.092
H 1.09 4.23 5.69 0.118
H 0.10 5.06 6.90 0.121
H 0.22 2.56 7.99 0.120
H 1.40 3.79 8.32 0.124
H 0.46 1.13 4.24 0.040
C -0.78 4.48 0.40 -0.105
O 0.46 4.59 1.07 -0.192
C 0.97 3.36 1.56 -0.229
C 2.22 2.95 0.82 -0.204
N 1.90 2.59 -0.56 -0.051
C 3.06 2.38 -1.41 -0.194
C 3.96 3.57 -1.71 -0.228
O 3.35 4.58 -2.48 -0.177
C 2.63 5.56 -1.75 -0.100
H -1.12 5.48 0.16 0.090
H -0.70 3.91 -0.54 0.071
H -1.53 3.99 1.03 0.084
H 0.21 2.57 1.49 0.119
H 1.21 3.50 2.61 0.100
H 2.67 2.09 1.32 0.120
H 2.93 3.79 0.88 0.111
H 1.33 3.33 -0.96 0.071
H 2.69 2.00 -2.37 0.117
H 3.67 1.58 -0.98 0.119
H 4.80 3.20 -2.31 0.121
H 4.40 4.00 -0.80 0.111
H 3.07 5.73 -0.76 0.088
H 1.58 5.28 -1.62 0.072
H 2.67 6.49 -2.31 0.087
C -0.07 -2.16 -4.25 -0.117
O 0.15 -0.88 -4.80 -0.192
C -0.73 -0.53 -5.86 -0.220
C -1.65 0.59 -5.45 -0.217
N -2.61 0.14 -4.45 -0.050
C -3.39 1.21 -3.84 -0.202
C -2.64 2.24 -2.99 -0.233
O -2.09 1.70 -1.81 -0.189
C -0.79 1.14 -1.94 -0.097
H 0.73 -2.35 -3.53 0.084
H -1.03 -2.21 -3.73 0.071
H -0.03 -2.94 -5.02 0.094
H -1.30 -1.40 -6.19 0.122
H -0.11 -0.20 -6.71 0.121
H -2.20 0.95 -6.33 0.123
H -1.02 1.42 -5.09 0.107
H -2.11 -0.35 -3.72 0.069
H -4.14 0.74 -3.20 0.118
H -3.93 1.74 -4.63 0.117
H -3.37 2.99 -2.67 0.119
H -1.88 2.77 -3.57 0.110
H -0.21 1.64 -2.71 0.088
H -0.84 0.07 -2.17 0.074
H -0.28 1.25 -0.99 0.065
C -3.04 -7.78 -0.63 -0.117
O -2.06 -7.31 0.29 -0.196
C -1.02 -8.24 0.55 -0.219
C 0.30 -7.73 0.02 -0.218
N 0.31 -7.72 -1.43 -0.051
C 1.47 -7.06 -2.02 -0.201
C 1.63 -5.56 -1.79 -0.224
O 0.63 -4.77 -2.41 -0.191
C -0.54 -4.57 -1.64 -0.090
H -3.83 -7.03 -0.66 0.088
H -2.63 -7.90 -1.63 0.081
H -3.46 -8.73 -0.30 0.087
H -1.25 -9.22 0.13 0.122
H -0.94 -8.35 1.64 0.122
H 1.10 -8.38 0.38 0.124
H 0.46 -6.73 0.45 0.108
H -0.53 -7.27 -1.76 0.071
H 1.42 -7.22 -3.10 0.119
H 2.38 -7.56 -1.67 0.118
H 2.58 -5.26 -2.26 0.122
H 1.71 -5.31 -0.73 0.112
H -0.33 -4.57 -0.57 0.092
H -1.29 -5.34 -1.86 0.077
H -0.96 -3.61 -1.91 0.069
```

Calculated values
LUMO energy	0.011	Eh
Kohn-Sham gap	0.325	Eh
SMILES	NCCCCOC(=O)P(O)Cl.COCCNCCOC.COCCNCCOC.COCCNCCOC